Record 1
# C5H8N2

An isolated molecule of C5H8N2 (ωB97M-V/def2-TZVPD, the OMol25 dataset).

Properties
- Spin multiplicity: 1
- E_tot: -8294.73463 eV
- HOMO-LUMO gap: 9.62 eV
- LUMO energy: 0.88 eV
- SMILES string: CCn1ccnc1

```
15
Properties=species:S:1:pos:R:3:nbo_charge:R:1
C 2.05211 0.73459 -0.21315 -0.617
C 0.68958 0.40057 -0.82613 -0.200
N -0.35999 -0.05726 0.08616 -0.353
C -1.69914 0.25109 -0.05330 -0.109
C -2.37729 -0.67465 0.68988 -0.099
N -1.50153 -1.54907 1.28958 -0.454
C -0.31532 -1.15602 0.89407 0.165
H 2.77595 0.81337 -1.03470 0.219
H 2.04703 1.68813 0.32496 0.216
H 2.42395 -0.04480 0.46071 0.213
H 0.82409 -0.37255 -1.59412 0.197
H 0.29192 1.29186 -1.32372 0.207
H -2.02448 1.07965 -0.67215 0.215
H -3.44835 -0.76928 0.82525 0.208
H 0.62148 -1.63563 1.14667 0.192
```

---

Record 2
# C5H8N2

A structure of composition C5H8N2 (ωB97M-V/def2-TZVPD, the OMol25 dataset).

Properties
- Spin multiplicity: 1
- E_tot: -8288.13261 eV
- HOMO-LUMO gap (alpha / beta): 8.65 / 8.28 eV
- LUMO energy (alpha / beta): 0.65 / 0.43 eV

```
15
Properties=species:S:1:pos:R:3:nbo_charge:R:1
C -1.51047 0.79583 0.22764 -0.316
C -0.73212 -0.24863 0.01982 0.165
C -2.73269 0.07555 -0.22929 -0.399
C -1.80985 -1.11679 -0.50352 -0.481
C 3.64447 -0.08196 -0.34520 -0.490
N 1.51162 -0.71659 0.46090 0.000
N 2.22334 -0.14274 -0.33600 -0.178
H -3.39511 -0.17654 0.53788 0.199
H -3.24726 0.64035 -1.02368 0.204
H -1.60225 -1.59838 -1.40897 0.220
H -2.11597 -1.85673 0.20678 0.200
H 4.02623 0.95784 0.00017 0.240
H 4.20833 -0.95675 0.07344 0.208
H 4.02599 -0.08193 -1.41508 0.222
H -1.44032 1.85484 0.30213 0.207
```

---

Record 3
# C5H8N2

An isolated molecule of C5H8N2 (ωB97M-V/def2-TZVPD, the OMol25 dataset).

Properties
- Spin multiplicity: 1
- E_tot: -8290.98411 eV
- HOMO-LUMO gap: 10.60 eV
- LUMO energy: 0.90 eV
- SMILES string: C[C@H]1[C@@H](C#N)N1C

```
15
Properties=species:S:1:pos:R:3:nbo_charge:R:1
C 0.84118 0.27677 -1.32091 -0.704
C -0.27368 1.06307 -0.07881 0.020
C -1.43752 0.24040 0.47736 -0.228
C -1.69579 -0.97575 -0.27218 0.259
N -1.91849 -1.92358 -0.89712 -0.322
N -0.21239 0.50529 1.21658 -0.377
C 0.83892 -0.47424 1.29288 -0.437
H 1.41556 -0.69980 -1.45834 0.245
H 0.17154 0.23266 -2.16045 0.226
H 1.63828 1.00773 -1.45767 0.220
H -0.36113 2.16223 -0.16843 0.220
H -2.32914 0.58275 1.02301 0.250
H 1.05975 -0.63712 0.20780 0.213
H 0.54118 -1.35752 1.85987 0.208
H 1.72174 -0.00289 1.73642 0.205
```

---

Record 4
# C5H8N2

A structure of composition C5H8N2 (ωB97M-V/def2-TZVPD, the OMol25 dataset).

Properties
- Spin multiplicity: 1
- E_tot: -8291.28162 eV
- HOMO-LUMO gap: 10.72 eV
- LUMO energy: 0.97 eV

```
15
Properties=species:S:1:pos:R:3:nbo_charge:R:1
C -0.63798 1.31258 -0.17898 -0.624
C -0.20897 -0.13267 -0.07101 0.102
C -1.19427 -1.03061 0.64641 -0.609
N 0.46977 -0.77199 -1.18991 -0.561
C 1.23914 -0.52012 0.00151 -0.041
C 2.62367 0.36979 -0.28573 0.115
N 2.08190 1.01304 0.56550 -0.309
H -0.75482 1.75363 0.81582 0.229
H -1.60561 1.36219 -0.69183 0.217
H 0.08368 1.91899 -0.73045 0.226
H -2.16759 -0.99736 0.14396 0.218
H -0.84944 -2.06836 0.64263 0.222
H -1.33264 -0.70540 1.68295 0.217
H 0.70853 -0.12243 -1.93465 0.371
H 1.54463 -1.38128 0.58380 0.228
```

---

Record 5
# C5H8N2

An isolated molecule of C5H8N2 (ωB97M-V/def2-TZVPD, the OMol25 dataset).

Properties
- Spin multiplicity: 1
- E_tot: -8291.95766 eV
- HOMO-LUMO gap: 10.14 eV
- LUMO energy: 1.03 eV
- SMILES string: C1CC2(CC2)N=N1

```
15
Properties=species:S:1:pos:R:3:nbo_charge:R:1
C -1.73024 0.95169 -0.70977 -0.317
C -0.81063 -0.24866 -0.44560 -0.437
C 0.41686 0.48786 0.07106 0.035
C 1.09861 0.03883 1.36065 -0.389
C 1.67379 -0.30814 -0.00888 -0.414
N 0.26375 1.85763 -0.22929 -0.119
N -0.83450 2.17244 -0.64810 -0.087
H -2.37326 1.12531 -1.50772 0.217
H -2.29504 0.94866 0.17220 0.204
H -1.00283 -1.05899 0.21025 0.223
H -0.58725 -0.62323 -1.42962 0.204
H 0.53976 -0.82095 1.75551 0.208
H 1.60891 0.67967 1.96603 0.227
H 2.51677 0.36714 -0.18674 0.219
H 1.83950 -1.24072 -0.47855 0.227
```

---

Record 6
# C5H8N2

An isolated molecule of C5H8N2 (ωB97M-V/def2-TZVPD, the OMol25 dataset).

Properties
- Spin multiplicity: 1
- E_tot: -8293.02837 eV
- HOMO-LUMO gap: 10.42 eV
- LUMO energy: 0.82 eV
- SMILES string: CC1(C)N[C@H]1C#N

```
15
Properties=species:S:1:pos:R:3:nbo_charge:R:1
C -0.92700 -1.12691 0.05498 -0.636
C 0.21900 -0.11307 -0.14835 0.165
C 1.46397 -0.45816 0.60116 -0.616
N 0.34189 0.41098 -1.46666 -0.544
C 0.03662 1.40177 -0.45124 -0.226
C -1.19357 1.63349 0.16825 0.246
N -2.12698 1.95725 0.79544 -0.340
H -1.11908 -1.37503 1.10453 0.232
H -0.59588 -2.05821 -0.44308 0.223
H -1.87487 -0.82713 -0.40317 0.228
H 1.82661 -1.41519 0.22547 0.216
H 2.21879 0.30528 0.41946 0.219
H 1.29976 -0.54462 1.68412 0.223
H -0.47343 0.20243 -2.02382 0.366
H 0.84057 2.08902 -0.16843 0.242
```

---

Record 7
# C5H8N2

An isolated molecule of C5H8N2 (ωB97M-V/def2-TZVPD, the OMol25 dataset).

Properties
- Spin multiplicity: 1
- E_tot: -8290.73565 eV
- HOMO-LUMO gap: 9.03 eV
- LUMO energy: 0.51 eV

```
15
Properties=species:S:1:pos:R:3:nbo_charge:R:1
C -0.89255 0.53138 0.97953 -0.602
C -0.81054 1.40017 -1.23237 -0.022
N 0.19328 0.52150 -1.27495 -0.584
C 0.10802 -0.20976 -0.01926 0.021
C 1.47323 -0.30951 0.60556 -0.598
C -0.42784 -1.56629 -0.33515 0.261
N -0.81423 -2.63600 -0.54518 -0.302
H -0.85021 -0.11421 1.84609 0.196
H -0.52635 1.53475 1.24920 0.242
H -1.96766 0.64923 0.73477 0.249
H -1.30098 1.17913 -2.16432 0.091
H 0.42758 -0.02527 -2.11387 0.379
H 1.80581 0.71326 0.80552 0.226
H 1.40116 -0.86862 1.53049 0.222
H 2.18131 -0.79975 -0.06605 0.221
```

---

Record 8
# C5H8N2

An isolated molecule of C5H8N2 (ωB97M-V/def2-TZVPD, the OMol25 dataset).

Properties
- Spin multiplicity: 1
- E_tot: -8294.81634 eV
- HOMO-LUMO gap: 9.69 eV
- LUMO energy: 0.94 eV
- SMILES string: CCn1ccnc1

```
15
Properties=species:S:1:pos:R:3:nbo_charge:R:1
C 0.39661 1.24442 1.47087 -0.620
C -0.14751 1.28216 0.04500 -0.205
N -0.14374 -0.03627 -0.56029 -0.347
C -1.07021 -1.03121 -0.36261 -0.115
C -0.49972 -2.16652 -0.86738 -0.097
N 0.76038 -1.90598 -1.34736 -0.456
C 0.94021 -0.62635 -1.13252 0.161
H 0.72919 2.22852 1.80986 0.218
H -0.36298 0.86647 2.16083 0.213
H 1.23929 0.54718 1.52026 0.219
H 0.44587 1.93171 -0.60513 0.206
H -1.16824 1.67647 0.01324 0.207
H -2.02824 -0.82841 0.09598 0.216
H -0.93106 -3.15628 -0.91907 0.207
H 1.83911 -0.06212 -1.35872 0.193
```

---

Record 9
# C5H8N2

A structure of composition C5H8N2 (ωB97M-V/def2-TZVPD, the OMol25 dataset).

Properties
- Spin multiplicity: 1
- E_tot: -8290.76202 eV
- HOMO-LUMO gap: 9.98 eV
- LUMO energy: 0.96 eV

```
15
Properties=species:S:1:pos:R:3:nbo_charge:R:1
C -1.94602 0.08435 -0.60511 -0.443
N -1.49865 -0.64460 0.56627 -0.247
C -0.12651 -0.98631 0.79701 0.026
C 0.88000 0.02783 0.29086 -0.040
C 2.05225 -0.06418 -0.62408 -0.653
C 0.22713 0.96627 0.97734 -0.075
N -0.75125 0.05688 1.62425 -0.264
H -1.22618 0.81793 -0.98986 0.186
H -2.87477 0.59894 -0.34448 0.208
H -2.16474 -0.64938 -1.38633 0.210
H 0.09141 -1.97703 1.18947 0.204
H 2.21561 0.88003 -1.15270 0.226
H 1.90481 -0.85427 -1.36771 0.223
H 2.96906 -0.30058 -0.07154 0.230
H 0.24785 2.04412 1.09663 0.208
```

---

Record 10
# C5H8N2

A cluster of 2 separate species, C5H8N2 in total (ωB97M-V/def2-TZVPD, the OMol25 dataset).

Properties
- Spin multiplicity: 1
- E_tot: -8290.38631 eV
- HOMO-LUMO gap: 9.60 eV
- LUMO energy: 1.02 eV

```
15
Properties=species:S:1:pos:R:3:nbo_charge:R:1
C 1.37430 -0.95242 -0.59631 -0.175
C 0.56267 -0.78429 0.44554 -0.189
C 1.67169 0.52530 -0.72258 -0.423
C 0.84324 0.71765 0.50049 -0.421
C -3.46038 -0.01852 0.26558 -0.479
N -1.54268 -0.05254 -1.21113 -0.035
N -2.44398 -0.03854 -0.49594 0.043
H 2.64344 0.82887 -0.53931 0.197
H 1.38467 0.87642 -1.65526 0.211
H -0.01864 1.44861 0.33160 0.198
H 1.40372 1.02786 1.32138 0.203
H -0.17345 -1.41462 1.15006 0.204
H -3.34608 -0.53498 1.24677 0.232
H -4.30048 0.58399 -0.10771 0.233
H 1.76225 -1.82229 -1.08003 0.201
```

---

Record 11
# C5H8N2

An isolated molecule of C5H8N2 (ωB97M-V/def2-TZVPD, the OMol25 dataset).

Properties
- Spin multiplicity: 1
- E_tot: -8293.28106 eV
- HOMO-LUMO gap: 10.69 eV
- LUMO energy: 0.94 eV
- SMILES string: C[C@H]1CN1CC#N

```
15
Properties=species:S:1:pos:R:3:nbo_charge:R:1
C -1.79404 -0.96278 0.28343 -0.613
C -0.68978 -0.10657 -0.28336 -0.078
C -0.55354 1.32860 0.05487 -0.252
N 0.32978 0.33691 0.65953 -0.399
C 1.71898 0.36580 0.20898 -0.327
C 2.13424 -0.87456 -0.46652 0.272
N 2.45552 -1.82447 -1.04214 -0.316
H -2.08269 -0.59905 1.27451 0.217
H -1.46887 -2.00335 0.38428 0.221
H -2.67626 -0.93778 -0.36542 0.214
H -0.33579 -0.39774 -1.27486 0.202
H -0.12555 1.98565 -0.70397 0.190
H -1.25732 1.81046 0.73049 0.205
H 1.91566 1.18618 -0.49748 0.219
H 2.36835 0.52168 1.07751 0.245
```

---

Record 12
# C5H8N2

A cluster of 2 separate species, C5H8N2 in total (ωB97M-V/def2-TZVPD, the OMol25 dataset).

Properties
- Spin multiplicity: 1
- E_tot: -8290.38492 eV
- HOMO-LUMO gap: 9.19 eV
- LUMO energy: 0.89 eV
- SMILES string: C1=CC1.N=C=CN

```
15
Properties=species:S:1:pos:R:3:nbo_charge:R:1
C -0.81472 -0.42338 -1.02546 -0.161
C -1.83885 0.35472 -0.87611 -0.247
C -1.90763 -0.95517 -0.14735 -0.433
H 0.12462 -0.66112 -1.50106 0.237
H -2.38676 1.22668 -1.19749 0.229
H -2.55826 -1.74386 -0.53330 0.178
H -1.76685 -1.00134 0.93776 0.176
N 0.03816 1.88512 1.28094 -0.609
C 0.81231 0.95283 1.05523 0.345
C 1.54322 -0.11188 0.81706 -0.231
N 2.40933 -0.31603 -0.29482 -0.814
H -0.86322 1.67496 0.82769 0.368
H 1.43486 -0.94359 1.50555 0.228
H 3.35789 -0.43907 0.04785 0.369
H 2.41589 0.50112 -0.89647 0.366
```

---

Record 13
# C5H8N2

An isolated molecule of C5H8N2 (ωB97M-V/def2-TZVPD, the OMol25 dataset).

Properties
- Spin multiplicity: 1
- E_tot: -8294.68242 eV
- HOMO-LUMO gap: 9.77 eV
- LUMO energy: 0.96 eV
- SMILES string: CCn1ccnc1

```
15
Properties=species:S:1:pos:R:3:nbo_charge:R:1
C 0.03153 0.95187 1.54576 -0.624
C 1.13035 0.28777 0.70980 -0.206
N 0.46917 -0.39373 -0.39676 -0.353
C -0.08800 0.26481 -1.47463 -0.117
C -1.12225 -0.51854 -1.89961 -0.096
N -1.23681 -1.64093 -1.10926 -0.456
C -0.28621 -1.51725 -0.22027 0.169
H 0.38641 1.74571 2.21025 0.217
H -0.71281 1.36864 0.86554 0.220
H -0.51923 0.19506 2.11003 0.214
H 1.71637 -0.45120 1.27211 0.208
H 1.84090 1.02027 0.31133 0.207
H 0.28012 1.22856 -1.79931 0.217
H -1.79396 -0.34653 -2.73030 0.209
H -0.09555 -2.19452 0.60533 0.193
```

---

Record 14
# C5H8N2

An isolated molecule of C5H8N2 (ωB97M-V/def2-TZVPD, the OMol25 dataset).

Properties
- Spin multiplicity: 1
- E_tot: -8293.63856 eV
- HOMO-LUMO gap: 11.08 eV
- LUMO energy: 0.88 eV
- SMILES string: C[C@H]1N[C@]1(C)C#N

```
15
Properties=species:S:1:pos:R:3:nbo_charge:R:1
C 1.75152 -0.89442 -0.10436 -0.623
C 0.89763 0.32292 0.18346 -0.048
N 0.22229 0.85819 -0.98896 -0.561
C -0.60537 0.39126 0.12541 -0.029
C -1.54211 -0.77795 -0.10112 -0.601
C -1.20912 1.49545 0.86617 0.266
N -1.68682 2.43674 1.34298 -0.318
H 2.43218 -1.12318 0.72144 0.218
H 1.16856 -1.78934 -0.33811 0.216
H 2.35138 -0.66173 -0.99046 0.228
H 1.34396 1.03358 0.88137 0.206
H 0.25654 1.87415 -1.00867 0.368
H -1.00067 -1.65945 -0.45317 0.223
H -2.06211 -1.03440 0.82811 0.225
H -2.29152 -0.51109 -0.85322 0.229
```

---

Record 15
# C5H8N2

An isolated molecule of C5H8N2 (ωB97M-V/def2-TZVPD, the OMol25 dataset).

Properties
- Spin multiplicity: 1
- E_tot: -8290.91067 eV
- HOMO-LUMO gap: 7.97 eV
- LUMO energy: 0.48 eV
- SMILES string: CN1C=C=CN1C

```
15
Properties=species:S:1:pos:R:3:nbo_charge:R:1
C -1.80715 -0.46486 0.37302 -0.407
N -0.55226 -0.21675 -0.30972 -0.199
C -0.21233 -0.54406 -1.57057 0.056
C 0.90331 0.14893 -2.09715 -0.424
C 1.15985 0.94033 -1.00166 -0.035
N 0.34139 0.74318 0.12821 -0.243
C 1.19123 0.25729 1.24379 -0.420
H -2.46402 0.41192 0.33878 0.214
H -1.63832 -0.74679 1.41575 0.210
H -2.30364 -1.29211 -0.14109 0.222
H -0.82843 -1.30551 -2.04678 0.198
H 1.93248 1.68861 -0.82980 0.195
H 2.19975 0.66329 1.12534 0.223
H 1.27462 -0.83161 1.15386 0.206
H 0.80353 0.54815 2.21801 0.203
```

---

Record 16
# C5H8N2

An isolated molecule of C5H8N2 (ωB97M-V/def2-TZVPD, the OMol25 dataset).

Properties
- Spin multiplicity: 1
- E_tot: -8290.94730 eV
- HOMO-LUMO gap: 7.90 eV
- LUMO energy: 0.65 eV

```
15
Properties=species:S:1:pos:R:3:nbo_charge:R:1
C 2.40564 -0.61042 -0.15303 -0.673
C 1.13796 0.18024 0.09332 0.287
C -0.11607 -0.50245 -0.20965 -0.475
C -1.26856 0.10819 0.13121 0.213
N -2.69760 -0.20755 -0.12829 -0.594
C -2.14413 0.99940 0.64472 -0.283
N 1.10984 1.37529 0.56396 -0.673
H 2.48739 -1.43459 0.56574 0.225
H 2.40679 -1.05157 -1.15652 0.219
H 3.29030 0.02601 -0.05039 0.213
H -0.12244 -1.48986 -0.65928 0.218
H -2.98353 -0.17312 -1.10564 0.388
H -3.18148 -0.91712 0.41278 0.396
H -2.38400 1.99756 0.30479 0.215
H 2.05989 1.70000 0.74630 0.324
```

---

Values of energy relative to the best compared isomer or geometry (same formula, charge and spin), in order: 0.262, 6.864, 4.012, 3.715, 3.039, 1.968, 4.261, 0.180, 4.234, 4.610, 1.715, 4.611, 0.314, 1.358, 4.086, 4.049, all in eV.